{"formula": "C39H45FeN5P2", "method": "the ωB97M-V functional and the def2-TZVPD basis", "de_lowest_ev": 1.644, "lumo_energy_ev": [-1.5, -1.6], "s_squared": 6.03, "mol_weight_da": 701.617, "multiplicity": 5, "e_homo_ev": [-6.330, -6.314], "species": ["Fe", "C", "C", "C", "C", "C", "C", "C", "C", "C", "H", "H", "H", "H", "H", "H", "H", "H", "H", "H", "H", "H", "H", "H", "H", "P", "P", "N", "N", "N", "N", "C", "C", "C", "C", "C", "C", "C", "C", "C", "C", "C", "C", "C", "C", "C", "C", "C", "C", "H", "H", "H", "H", "H", "H", "H", "H", "H", "H", "H", "H", "H", "H", "H", "H", "H", "H", "H", "H", "C", "C", "C", "C", "C", "C", "N", "C", "C", "C", "C", "C", "C", "H", "H", "H", "H", "H", "H", "H", "H", "H", "H"], "positions_angstrom": [[-0.163650, -3.503845, -2.284812], [4.252605, 1.297154, -0.542761], [3.813813, 0.620302, -1.613291], [3.722589, -0.881586, -1.725604], [3.010580, -1.574176, -0.530744], [3.852098, -2.307529, 0.460303], [5.019661, -1.837624, 0.913520], [5.715100, -0.618681, 0.383635], [5.004605, 0.750182, 0.634055], [-1.572663, -4.014234, -0.882542], [4.116255, 2.386256, -0.522414], [3.447023, 1.169479, -2.496093], [4.689725, -1.371067, -1.907488], [3.087448, -1.058294, -2.613466], [2.421353, -0.801379, -0.022834], [2.257582, -2.269363, -0.942392], [3.389683, -3.205000, 0.891685], [5.527432, -2.333286, 1.736309], [5.947536, -0.704319, -0.680424], [6.681686, -0.562679, 0.900183], [4.323667, 0.688512, 1.508274], [5.783279, 1.487005, 0.922318], [-1.285215, -3.095828, -0.343219], [-1.563403, -4.846286, -0.152001], [-2.618121, -3.872003, -1.233326], [0.642828, -5.337743, -1.493952], [1.800598, -3.573967, -4.568979], [1.596400, -5.903441, -0.115032], [-0.078429, -6.963780, -1.870357], [3.560990, -3.845465, -4.398848], [2.103682, -3.847459, -6.439932], [1.932582, -5.488317, -2.732880], [1.379542, -5.300890, -4.151259], [1.003319, -6.540333, 0.974418], [1.986025, -7.236886, 1.682155], [3.225448, -7.039500, 0.995915], [2.960648, -6.199234, -0.083754], [-1.186767, -7.476205, -1.224792], [-1.426322, -8.774476, -1.681176], [-0.436075, -9.057085, -2.670343], [0.359948, -7.920223, -2.772426], [4.479463, -2.811034, -4.243964], [5.754563, -3.349425, -4.125145], [5.626671, -4.762621, -4.207664], [4.283069, -5.048587, -4.413527], [3.183972, -4.137500, -7.280454], [2.701548, -4.513548, -8.542430], [1.279208, -4.430629, -8.478497], [0.948158, -4.009909, -7.196204], [2.494913, -6.425343, -2.641949], [2.639616, -4.692483, -2.438721], [1.836402, -6.030330, -4.829247], [0.277247, -5.389165, -4.237049], [-0.052973, -6.429751, 1.162666], [1.815467, -7.836426, 2.570813], [4.180465, -7.486644, 1.238762], [3.636495, -5.787951, -0.817575], [-1.746482, -6.861850, -0.536652], [-2.201604, -9.441853, -1.311845], [-0.283104, -9.977379, -3.223192], [1.158537, -7.727782, -3.467530], [4.139292, -1.779549, -4.245653], [6.665965, -2.781309, -4.027424], [6.412019, -5.507084, -4.152442], [3.793218, -6.006909, -4.484315], [4.215580, -4.053870, -6.953297], [3.291937, -4.819720, -9.393659], [0.573091, -4.650909, -9.266463], [-0.007785, -3.803596, -6.740740], [0.604792, 1.178570, 1.547553], [0.737296, -0.215695, 1.626651], [0.192151, -1.027753, 0.628167], [-0.584231, -0.474147, -0.433238], [-0.945783, 0.905162, -0.281790], [-0.297342, 1.725459, 0.636418], [-0.906297, -1.195813, -1.554296], [-1.568287, -0.550930, -2.603349], [-2.880539, -0.895699, -3.023716], [-3.634388, 0.033667, -3.749426], [-3.048042, 1.212084, -4.227696], [-1.688017, 1.461023, -3.991583], [-0.960921, 0.595181, -3.187809], [1.189857, 1.824042, 2.219361], [1.301090, -0.665975, 2.441724], [0.413656, -2.106857, 0.600000], [-1.689780, 1.353904, -0.949279], [-0.501791, 2.803333, 0.637778], [-3.299495, -1.856436, -2.708154], [-4.686010, -0.172871, -3.947767], [-3.636565, 1.928935, -4.799901], [-1.197923, 2.337111, -4.411559], [0.082717, 0.812484, -2.926578]], "forces_ev_per_a": [[-2.0, 3.3, 1.1], [-0.1, 0.4, -0.7], [0.3, 0.4, 0.3], [-0.4, -0.3, -0.3], [-0.2, 0.2, -0.8], [0.3, 0.3, 0.5], [-0.5, -0.5, -0.2], [0.4, 0.7, 0.6], [0.0, -0.3, 0.4], [-1.5, 0.2, 0.6], [0.1, -0.4, -0.2], [0.0, -0.1, 0.7], [-0.4, 0.1, -0.2], [0.3, -0.1, 0.4], [0.2, -0.3, -0.1], [0.1, 0.1, 0.1], [0.3, 0.3, 0.0], [-0.1, -0.2, -0.1], [0.0, 0.0, 0.2], [-0.1, 0.0, -0.2], [0.3, -0.1, -0.3], [-0.5, -0.3, -0.2], [-0.2, -0.4, 0.0], [0.1, 0.2, -0.5], [0.5, -0.1, 0.2], [2.3, -4.8, 0.4], [3.9, -1.6, -3.8], [-0.4, 0.2, 0.4], [-0.7, 1.4, 0.1], [0.2, 0.6, 0.7], [-2.0, 0.5, 0.3], [0.6, -0.2, 0.4], [-0.4, 0.2, 0.0], [1.2, -0.4, 0.7], [-0.9, 0.6, -0.9], [-0.8, 0.9, -0.9], [0.2, -0.8, 0.6], [-0.4, -1.1, -0.4], [0.3, 1.0, 0.4], [0.5, 1.2, 0.3], [-0.3, -0.9, -0.1], [0.5, -0.5, 0.0], [-1.0, 0.4, -0.2], [-1.2, -0.2, -0.4], [0.6, 0.6, 0.5], [-0.1, -0.3, -0.3], [-0.3, 0.5, 1.7], [-0.1, 0.3, 0.9], [0.6, -0.3, -0.7], [-0.2, 0.2, 0.0], [-0.1, -0.2, -0.3], [-0.3, 0.4, -0.1], [0.4, -0.3, 0.1], [0.1, -0.1, 0.0], [0.0, 0.2, -0.2], [-0.1, 0.3, 0.0], [0.0, -0.1, 0.1], [0.1, -0.2, 0.0], [0.2, 0.3, -0.2], [-0.1, 0.3, 0.1], [0.0, -0.1, 0.2], [0.2, -0.4, 0.0], [-0.1, 0.0, 0.1], [-0.1, 0.2, 0.0], [0.2, 0.2, -0.1], [-0.3, 0.0, 0.1], [0.0, 0.1, 0.2], [0.1, 0.1, 0.1], [-0.1, 0.0, -0.1], [0.3, -0.1, 0.7], [-0.3, 0.3, -0.6], [-0.5, 0.0, -0.1], [0.5, 0.7, 0.1], [0.0, 0.0, 0.0], [-0.1, -0.3, -0.1], [0.6, -2.2, -0.8], [-0.2, 1.1, -0.3], [0.6, 0.4, 0.4], [0.4, -0.1, -0.3], [0.1, -0.1, 0.1], [-0.2, -0.3, 0.0], [-0.2, -0.4, 0.0], [-0.5, -0.3, -0.2], [0.1, 0.1, -0.3], [-0.1, 0.5, 0.1], [0.4, -0.2, 0.2], [0.1, -0.5, 0.0], [0.0, 0.5, 0.2], [0.3, 0.0, -0.1], [0.1, -0.2, 0.1], [-0.2, -0.1, 0.1], [-0.5, -0.1, -0.1]], "lowdin_spin": [3.423, 0.000, 0.000, 0.000, 0.003, 0.000, 0.000, 0.000, 0.000, 0.266, 0.000, 0.000, 0.000, 0.000, 0.000, 0.003, 0.000, 0.000, 0.000, 0.000, 0.000, 0.000, 0.015, 0.012, 0.035, 0.062, 0.024, 0.024, 0.000, 0.001, 0.008, 0.029, 0.011, 0.002, 0.001, 0.002, 0.004, 0.001, 0.000, 0.000, 0.000, 0.000, 0.000, 0.000, 0.001, 0.001, 0.000, 0.000, 0.000, 0.007, 0.003, 0.001, 0.004, 0.000, 0.000, 0.000, 0.000, 0.000, 0.000, 0.000, 0.000, 0.000, 0.000, 0.000, 0.000, 0.000, 0.000, 0.000, 0.000, 0.003, 0.000, 0.003, 0.002, 0.003, 0.000, 0.034, 0.003, 0.002, 0.000, 0.002, 0.000, 0.002, 0.000, 0.000, 0.000, 0.000, 0.000, 0.000, 0.000, 0.000, 0.000, 0.000]}